This record from the Open Molecules 2025 dataset describes a 2-piece molecular cluster, C3H11N2O overall. The level of theory is ωB97M-V with the def2-TZVPD basis set.

Each line ends with the natural charge from an NBO analysis.
Geometry (Å):
O (-0.290, 0.794, -0.301)  -0.6071
N (0.088, 1.121, 2.089)  -0.6904
N (-0.188, -0.258, -1.163)  -0.0509
C (1.244, -0.747, -1.077)  -0.4297
C (-1.065, -1.366, -0.685)  -0.4265
C (-0.013, 2.353, 1.787)  0.0237
H (-0.113, 3.066, 2.700)  0.1902
H (-0.349, 0.654, 0.689)  0.4975
H (-0.313, 0.184, -2.079)  0.4375
H (0.173, 0.791, 3.109)  0.4059
H (1.807, 0.088, -1.421)  0.2401
H (-1.486, -1.729, -1.677)  0.2500
H (-1.854, -0.851, -0.012)  0.2586
H (1.575, -1.002, -0.013)  0.2462
H (-0.202, 2.677, 0.835)  0.1924
H (-0.309, -1.920, -0.132)  0.2324
H (1.329, -1.678, -1.567)  0.2302

Atoms 1-2, force components in eV/Å:
-0.564 2.522 -2.062
-0.076 -0.751 0.619

As for the HOMO-LUMO gap: 11.397 eV. For the relative energy (zero: lowest compared OMol25 entry of this formula, charge and spin), the calculation gives 485.27 kJ/mol. Its total charge is +1. The value obtained for the HOMO energy is -14.3989 eV.